[1]
8
Properties=species:S:1:pos:R:3 method="wB97M-V/def2-TZVPD" homo_energy_ev=-14.54 homo_lumo_gap_ev=8.37 multiplicity=1 total_charge=+1
C -0.169 0.114 -0.295
C 1.453 -0.714 0.380
N -1.395 0.507 -0.022
S 2.739 -0.025 -0.276
H 0.097 0.699 -1.130
H 1.183 -1.402 1.254
H -2.079 0.822 -0.678
H -1.831 -0.001 0.767

***

[2]
81
Properties=species:S:1:pos:R:3 method="wB97M-V/def2-TZVPD" homo_energy_ev=-7.76 homo_lumo_gap_ev=7.35 multiplicity=1
Sn -0.268 -1.721 1.798
C 2.212 0.410 0.423
C 1.803 -0.679 -0.552
N 1.436 -1.913 0.137
C 2.722 -2.490 0.776
C 2.580 -2.707 2.281
C 0.752 -2.896 -0.747
C 0.118 -4.066 -0.043
N -0.708 -3.593 1.066
C -1.752 -4.353 1.503
C -2.783 -3.748 2.214
F -2.664 -2.432 2.525
C -3.933 -4.403 2.631
F -4.841 -3.715 3.371
C -4.083 -5.731 2.510
C -3.134 -6.382 1.786
F -3.425 -7.638 1.502
C -2.005 -5.730 1.259
F -1.029 -6.500 0.775
H 2.683 1.284 -0.137
H 3.015 0.184 1.148
H 1.360 0.749 1.003
H 2.657 -0.921 -1.257
H 0.956 -0.390 -1.142
H 3.584 -1.883 0.502
H 2.885 -3.487 0.282
H 2.464 -1.753 2.829
H 3.376 -3.301 2.676
H 1.690 -3.295 2.548
H 1.451 -3.260 -1.480
H 0.090 -2.278 -1.379
H 0.910 -4.754 0.257
H -0.506 -4.580 -0.773
H -4.951 -6.227 2.969
C 1.351 2.850 -4.897
O 0.827 3.049 -3.571
C 1.485 3.838 -2.682
C 2.635 4.532 -2.930
C 3.180 5.249 -1.889
Br 4.917 6.098 -1.979
C 2.519 5.409 -0.647
C 1.394 4.623 -0.438
C 0.859 3.865 -1.469
O -0.212 3.041 -1.197
C 0.775 4.661 0.918
N -0.410 4.191 1.225
C -0.564 4.478 2.574
C -1.668 4.283 3.410
C -1.552 4.669 4.701
C -0.373 5.293 5.221
C 0.713 5.596 4.419
C 0.569 5.155 3.067
N 1.411 5.298 1.987
H 1.365 3.836 -5.393
H 0.739 2.109 -5.377
H 2.312 2.429 -4.954
H 3.207 4.461 -3.819
H 2.948 6.093 0.051
H -0.707 3.328 -0.488
H -2.541 3.760 2.932
H -2.386 4.486 5.394
H -0.346 5.606 6.310
H 1.667 6.067 4.684
H 2.400 5.465 2.041
N -1.884 -0.621 0.425
C -2.103 -1.016 -0.924
C -2.680 -2.283 -1.219
C -2.516 -2.856 -2.474
C -1.743 -2.221 -3.445
C -1.206 -0.974 -3.157
C -1.410 -0.314 -1.948
S -1.009 -2.994 -4.917
O -2.034 -3.898 -5.405
O 0.101 -3.694 -4.277
O -0.503 -1.927 -5.756
H -1.688 0.385 0.403
H -2.675 -0.822 1.031
H -3.184 -2.870 -0.424
H -3.027 -3.782 -2.636
H -0.670 -0.417 -3.948
H -0.945 0.685 -1.789

***

[3]
22
Properties=species:S:1:pos:R:3 method="wB97M-V/def2-TZVPD" homo_energy_ev=-8.78 homo_lumo_gap_ev=8.98 multiplicity=1
C -1.558 -0.869 0.070
C -0.612 -0.602 -0.920
C -1.352 -0.443 1.370
C 0.692 -0.267 -0.603
C -0.144 0.247 1.631
C 0.852 0.206 0.715
C 2.664 1.798 0.256
C 2.295 0.627 1.121
C 3.392 0.352 -2.664
N 2.092 1.845 -3.869
N 2.572 1.008 -3.138
O 2.265 2.072 -0.816
Cl 4.083 2.578 1.136
Cl 3.638 -1.229 -2.231
H -2.415 -1.389 -0.247
H -0.911 -0.886 -1.968
H -2.102 -0.621 2.191
H 1.581 -0.344 -1.169
H 0.127 0.579 2.588
H 2.273 0.882 2.158
H 2.960 -0.248 1.120
H 1.443 2.441 -3.320

***

Quick rundown of ΔE to the lowest compared entry with this formula, charge and spin, same order as above: 1.807 1.380 1.876 eV